Entry 1:
Below is one molecule with the formula C4H7N3, with properties calculated with ωB97M-V/def2-TZVPD.

Geometry (Å):
H: -1.11 -1.97 -0.01
N: -0.24 -1.43 0.07
C: -0.49 -0.18 0.22
C: 0.50 0.86 0.13
C: 1.82 0.55 -0.02
N: 2.28 -0.70 -0.04
C: -1.83 0.46 -0.06
N: -2.87 -0.24 0.08
H: -3.76 0.22 -0.08
H: 0.22 1.89 0.27
H: 2.55 1.35 -0.11
H: 3.25 -0.92 -0.14
H: 1.54 -1.41 0.01
H: -1.86 1.53 -0.33

The SMILES is [H]/N=C(/C=C\N)\C=N\[H]. The gap between HOMO and LUMO is 8.6 eV.

Atom charges from the Mulliken analysis, given in e for atoms 1 to 8:
1 H 0.26
2 N -0.73
3 C 0.87
4 C -0.88
5 C -0.13
6 N -0.33
7 C -0.15
8 N -0.56

=====

Entry 2:
Below is an isolated ion of composition C5H14N and charge +1, with properties calculated with ωB97M-V/def2-TZVPD.

Geometry (Å):
C: -2.28 -0.36 -0.03
C: -0.89 -0.05 0.19
C: -0.39 -0.76 1.60
C: 0.04 -0.30 -1.00
C: 1.16 0.74 -1.09
N: 2.10 0.64 0.09
H: -2.92 -0.22 0.89
H: -2.59 -1.38 -0.47
H: -2.73 0.46 -0.77
H: -0.83 1.05 0.61
H: 0.37 -0.06 2.15
H: -1.13 -0.85 2.46
H: -0.01 -1.80 1.51
H: 0.47 -1.27 -1.00
H: -0.61 -0.35 -1.91
H: 0.63 1.76 -1.16
H: 1.82 0.76 -2.04
H: 2.29 1.52 0.45
H: 1.74 -0.02 0.80
H: 3.04 0.33 -0.23

Its charge is +1. The SMILES is CC(C)CC[NH3+]. The gap between HOMO and LUMO is 10.8 eV.

Atom charges from the Mulliken analysis, given in e for atoms 1 to 8:
1 C -1.60
2 C 1.09
3 C -1.53
4 C -0.79
5 C -0.67
6 N -0.19
7 H 0.39
8 H 0.32

=====

Entry 3:
Below is C33H35F5N4P2SSr as an isolated structure, with properties calculated with ωB97M-V/def2-TZVPD.

Geometry (Å):
Sr: -2.11 -0.63 1.11
C: 4.37 -3.73 1.21
C: 4.60 -2.43 0.96
C: 5.23 -1.91 -0.29
C: 4.86 -2.66 -1.60
C: 3.40 -3.00 -1.72
C: 2.87 -4.16 -1.32
C: 3.70 -5.27 -0.72
C: 4.77 -4.86 0.32
C: -4.34 0.70 -0.30
H: 3.96 -4.06 2.17
H: 4.51 -1.69 1.76
H: 6.33 -1.95 -0.17
H: 4.97 -0.85 -0.43
H: 5.11 -1.98 -2.43
H: 5.50 -3.54 -1.71
H: 2.81 -2.24 -2.25
H: 1.84 -4.44 -1.57
H: 4.20 -5.82 -1.54
H: 3.03 -6.00 -0.22
H: 4.93 -5.73 0.97
H: 5.73 -4.67 -0.18
H: -5.28 0.60 0.28
H: -4.51 0.26 -1.29
H: -4.16 1.79 -0.42
P: -1.10 0.57 -1.36
P: 0.21 1.61 1.08
N: -1.55 -1.02 -2.08
N: -1.41 1.51 -2.78
N: 0.76 0.19 2.15
N: 1.02 2.76 2.12
C: 0.73 0.42 -1.38
C: 1.35 1.41 -0.35
C: -2.49 -1.95 -1.57
C: -2.46 -3.08 -2.38
C: -1.48 -2.86 -3.39
C: -0.93 -1.60 -3.19
C: -2.67 1.68 -3.39
C: -2.52 2.49 -4.51
C: -1.13 2.89 -4.57
C: -0.50 2.31 -3.48
C: -0.12 -0.62 2.90
C: 0.48 -1.86 3.10
C: 1.78 -1.79 2.54
C: 1.93 -0.54 1.96
C: 2.30 2.72 2.70
C: 2.48 3.85 3.50
C: 1.26 4.62 3.42
C: 0.40 3.94 2.59
H: 1.15 0.58 -2.38
H: 0.98 -0.63 -1.10
H: 2.35 1.07 -0.04
H: 1.49 2.42 -0.78
H: -3.22 -1.67 -0.81
H: -3.07 -3.97 -2.25
H: -1.22 -3.54 -4.19
H: -0.16 -1.07 -3.72
H: -3.54 1.22 -2.97
H: -3.30 2.80 -5.19
H: -0.67 3.54 -5.31
H: 0.52 2.39 -3.14
H: -1.01 -0.18 3.35
H: 0.04 -2.70 3.60
H: 2.55 -2.54 2.58
H: 2.78 -0.11 1.45
H: 2.96 1.91 2.47
H: 3.37 4.11 4.06
H: 1.07 5.58 3.90
H: -0.61 4.14 2.27
F: -7.85 4.33 1.38
C: -6.68 3.74 1.68
C: -6.66 2.53 2.38
F: -7.82 1.97 2.75
C: -5.44 1.94 2.70
F: -5.42 0.67 3.17
C: -4.21 2.58 2.47
S: -2.74 1.83 2.89
C: -4.27 3.73 1.65
F: -3.11 4.21 1.11
C: -5.48 4.32 1.28
F: -5.50 5.43 0.51

The gap between HOMO and LUMO is 5.7 eV.

Atom charges from the Mulliken analysis, given in e for atoms 1 to 8:
1 Sr 1.30
2 C -0.40
3 C -0.40
4 C -0.97
5 C -0.89
6 C -0.23
7 C -0.52
8 C -0.75

=====

Entry 4:
Below is one molecule with the formula C19H30N2O3, with properties calculated with ωB97M-V/def2-TZVPD.

Geometry (Å):
C: 6.78 1.98 0.12
O: 6.48 0.62 -0.08
C: 5.17 0.24 -0.07
C: 4.93 -1.12 -0.26
C: 3.64 -1.62 -0.27
C: 2.56 -0.77 -0.08
O: 1.24 -1.13 -0.08
C: 0.88 -2.50 -0.20
C: 1.05 -3.26 1.12
C: -0.61 -2.56 -0.59
O: -1.08 -3.55 -1.12
N: -1.30 -1.48 -0.24
C: -2.69 -1.25 -0.57
C: -2.84 -0.19 -1.66
C: -2.26 1.17 -1.21
C: -0.88 1.40 -1.86
C: -3.19 2.31 -1.66
N: -2.01 1.15 0.23
C: -2.96 0.58 1.18
C: -2.16 0.38 2.49
C: -4.16 1.49 1.49
C: -3.46 -0.79 0.67
C: 2.80 0.59 0.11
C: 4.09 1.09 0.12
H: 6.35 2.60 -0.67
H: 6.44 2.33 1.09
H: 7.87 2.05 0.07
H: 5.77 -1.78 -0.41
H: 3.50 -2.68 -0.42
H: 1.44 -2.98 -1.00
H: 2.10 -3.27 1.42
H: 0.47 -2.78 1.90
H: 0.71 -4.28 0.99
H: -0.82 -0.67 0.13
H: -3.09 -2.21 -0.92
H: -3.90 -0.09 -1.89
H: -2.33 -0.53 -2.56
H: -0.98 1.42 -2.94
H: -0.46 2.34 -1.53
H: -0.19 0.60 -1.59
H: -3.23 2.34 -2.75
H: -2.81 3.27 -1.31
H: -4.20 2.18 -1.29
H: -1.72 2.06 0.54
H: -1.31 -0.27 2.32
H: -2.79 -0.06 3.25
H: -1.80 1.34 2.85
H: -3.81 2.48 1.79
H: -4.81 1.60 0.63
H: -4.74 1.07 2.31
H: -4.52 -0.73 0.41
H: -3.36 -1.54 1.46
H: 1.96 1.24 0.25
H: 4.23 2.15 0.27

The SMILES is COc1ccc(O[C@@H](C)C(=O)NC2CC(C)(C)NC(C)(C)C2)cc1. The gap between HOMO and LUMO is 8.7 eV.

Atom charges from the Mulliken analysis, given in e for atoms 1 to 8:
1 C -0.83
2 O -0.47
3 C 0.78
4 C -0.90
5 C -0.22
6 C 0.15
7 O -0.12
8 C 0.45

=====

Entry 5:
Below is C26H32ClF5HfN8O4S4 as an isolated structure, with properties calculated with ωB97M-V/def2-TZVPD.

Geometry (Å):
Hf: -0.44 -0.12 0.04
C: -5.75 0.48 1.38
C: -4.60 1.41 1.47
N: -4.58 2.55 2.08
N: -3.31 3.02 1.88
C: -2.55 2.20 1.17
S: -0.87 2.32 0.75
N: -3.37 1.16 0.91
N: -2.92 0.06 0.15
H: -6.63 0.98 1.79
H: -5.57 -0.44 1.93
H: -5.96 0.23 0.34
H: -3.02 3.90 2.28
H: -2.96 0.41 -0.83
H: -3.61 -0.69 0.22
F: 6.75 0.62 5.95
C: 5.76 0.85 5.08
C: 6.05 1.33 3.81
F: 7.32 1.57 3.47
C: 5.02 1.56 2.92
F: 5.34 2.01 1.70
C: 3.68 1.32 3.25
S: 2.39 1.54 2.08
C: 3.44 0.84 4.53
F: 2.18 0.60 4.93
C: 4.45 0.60 5.44
F: 4.17 0.13 6.66
S: 1.47 -0.46 1.54
C: 1.55 -0.90 -2.81
N: 1.76 0.03 -1.67
C: 1.93 1.39 -2.23
N: 3.02 1.48 -3.20
C: 2.75 0.53 -4.28
N: 2.63 -0.85 -3.79
C: 3.88 -1.19 -3.10
N: 4.16 -0.28 -2.00
C: 3.07 -0.34 -1.04
C: 4.26 1.08 -2.52
H: 0.61 -0.65 -3.30
H: 1.48 -1.91 -2.43
H: 2.12 2.07 -1.40
H: 1.01 1.68 -2.72
H: 3.57 0.58 -5.00
H: 1.83 0.81 -4.78
H: 4.70 -1.15 -3.82
H: 3.81 -2.21 -2.72
H: 3.25 0.35 -0.22
H: 2.98 -1.34 -0.63
H: 5.08 1.13 -3.24
H: 4.46 1.76 -1.70
C: -1.24 3.37 -3.02
S: -1.50 1.65 -2.61
C: -1.54 0.92 -4.24
O: -2.92 1.57 -2.12
H: -2.13 3.73 -3.53
H: -0.35 3.48 -3.64
H: -1.10 3.89 -2.08
H: -0.61 1.11 -4.77
H: -2.39 1.35 -4.78
H: -1.68 -0.15 -4.09
C: -1.66 -0.96 3.22
C: -2.55 -1.96 2.54
C: -3.80 -2.25 3.08
C: -4.68 -3.12 2.45
Cl: -6.24 -3.40 3.16
C: -4.34 -3.73 1.26
C: -3.09 -3.47 0.70
C: -2.22 -2.60 1.34
O: -0.97 -2.30 0.81
C: -0.53 -3.06 -0.35
C: -1.15 -2.52 -1.64
O: -1.56 -3.25 -2.51
O: -1.14 -1.21 -1.68
H: -2.17 -0.54 4.09
H: -1.39 -0.12 2.58
H: -0.70 -1.38 3.52
H: -4.10 -1.78 4.01
H: -5.03 -4.39 0.77
H: -2.84 -3.92 -0.25
H: -0.75 -4.11 -0.18
H: 0.55 -2.89 -0.37

The gap between HOMO and LUMO (spin up / spin down) is 4.8 / 4.8 eV.

Atom charges from the Mulliken analysis, given in e for atoms 1 to 8:
1 Hf 0.50
2 C -1.15
3 C 1.06
4 N -0.92
5 N 0.26
6 C 0.15
7 S -0.43
8 N 0.50

=====

Entry 6:
Below is an isolated ion of composition C2H11O6P4 and charge +1, with properties calculated with ωB97M-V/def2-TZVPD.

Geometry (Å):
C: 1.07 -1.64 -1.02
C: -0.27 -1.20 -1.61
O: 0.17 2.17 2.62
O: -0.88 -1.34 2.25
O: -2.88 -0.55 1.15
O: 2.04 1.36 -0.96
O: -2.08 1.85 0.17
O: -0.66 0.18 -1.26
P: 1.75 2.00 2.00
P: -1.58 0.05 2.01
P: 1.05 2.42 -0.14
P: -0.46 0.88 0.16
H: 1.68 -1.00 -1.51
H: 1.19 -1.39 -0.03
H: 1.28 -2.60 -1.22
H: -1.05 -1.75 -1.05
H: -0.18 -1.41 -2.63
H: 0.06 2.60 3.54
H: -1.33 -2.14 2.28
H: -3.52 -0.02 0.70
H: 2.57 1.83 -1.63
H: -1.94 2.52 -0.46
H: 2.07 3.50 2.19

Its charge is +1. The gap between HOMO and LUMO is 8.1 eV.

Atom charges from the Mulliken analysis, given in e for atoms 1 to 8:
1 C -1.38
2 C -0.14
3 O -0.53
4 O -0.43
5 O -0.53
6 O -0.43
7 O -0.63
8 O -0.36